(1)
This record from OMol25 describes a molecular structure, C4H5AuO3 at a distorted geometry. The level of theory is ωB97M-V with the def2-TZVPD basis set.

2S+1 = 4
orbital gap (spin up / spin down) = 8.4 / 6.5 eV
HOMO level (spin up / spin down) = -13.676 / -15.322 eV
expectation value of S² = 3.77
charge = +1

Atoms and positions in Å:
O 0.382 -1.231 -0.763
C -0.587 -0.327 -0.479
O -1.538 -0.321 -1.361
Au -2.510 1.060 -0.655
O -1.253 -0.100 1.009
C -0.375 0.891 0.389
H 0.582 0.962 0.922
C 1.434 -1.456 0.158
H 2.217 -0.690 0.061
H 1.062 -1.475 1.192
H 1.852 -2.437 -0.090
C -0.980 2.140 -0.143
H -0.287 2.985 -0.240



(2)
This record from OMol25 describes a single C4H5BO2 molecule at a distorted geometry. The level of theory is ωB97M-V with the def2-TZVPD basis set.

orbital gap = 8.8 eV
structure (SMILES) = O=C1CC=CB1O
HOMO level = -9.419 eV
charge = 0

Atoms and positions in Å:
B 1.009 -0.566 0.076
C -0.290 -1.288 -0.144
C -1.330 -0.393 -0.179
C 0.541 0.963 -0.058
C -0.969 0.955 0.247
O 1.080 2.021 -0.312
O 2.484 -1.065 0.105
H -0.507 -2.396 -0.480
H -2.358 -0.627 -0.416
H -1.479 1.768 -0.081
H -1.128 0.975 1.383
H 2.947 -0.344 -0.140



(3)
This record from OMol25 describes a single C4H5BO2 molecule at a distorted geometry. The level of theory is ωB97M-V with the def2-TZVPD basis set.

orbital gap = 8.2 eV
HOMO level = -8.418 eV
charge = 0

Atoms and positions in Å:
B -1.218 0.704 0.161
C 0.994 1.273 0.479
C 1.441 0.251 -0.155
C -0.881 -0.854 0.077
C 0.626 -1.068 -0.162
O -1.470 -1.898 0.358
O -2.243 1.445 -0.152
H 1.304 2.184 0.722
H 2.511 0.317 -0.421
H 0.724 -1.601 -1.133
H 1.144 -1.623 0.639
H -2.930 0.872 -0.412



(4)
This record from OMol25 describes 2 unconnected molecules or ions with the total composition C4H5Br at a distorted geometry. The level of theory is ωB97M-V with the def2-TZVPD basis set.

2S+1 = 3
orbital gap (spin up / spin down) = 7.1 / 6.7 eV
HOMO level (spin up / spin down) = -6.174 / -10.256 eV
expectation value of S² = 2.01
charge = 0

Atoms and positions in Å:
C -1.211 -0.330 -0.578
C -0.230 0.628 -0.382
C -1.415 -1.044 0.485
C 0.704 1.373 -0.110
Br 3.503 -0.296 0.131
H -1.752 -0.473 -1.414
H -0.830 -0.704 1.365
H -2.096 -1.722 0.711
H 2.092 0.336 -0.256
H 1.235 2.232 0.048



(5)
This record from OMol25 describes 3 unconnected molecules or ions with the total composition C4H5Br2F3 at a distorted geometry. The level of theory is ωB97M-V with the def2-TZVPD basis set.

orbital gap = 10.3 eV
structure (SMILES) = FC=C(F)F.C=CBr.Br
HOMO level = -9.545 eV
charge = 0

Atoms and positions in Å:
C 1.009 1.598 0.079
C -2.652 -1.512 -0.131
C 0.764 0.427 0.623
C -2.752 -0.180 -0.185
F -1.451 -2.186 -0.148
F -1.846 0.731 -0.366
F -3.950 0.408 -0.463
Br 0.518 0.190 2.496
Br 4.902 -0.448 -0.821
H 0.982 1.709 -1.018
H 1.285 2.545 0.507
H 6.313 -0.553 -0.740
H -3.452 -2.214 -0.021
H 0.329 -0.515 0.187



(6)
This record from OMol25 describes 2 unconnected molecules or ions with the total composition C4H5Br2N2 at a distorted geometry. The level of theory is ωB97M-V with the def2-TZVPD basis set.

orbital gap (spin up / spin down) = 6.0 / 6.0 eV
HOMO level (spin up / spin down) = -14.046 / -14.048 eV
charge = +1

Atoms and positions in Å:
C -0.076 -0.891 1.003
C 1.258 -0.943 0.841
C 0.554 0.484 -0.583
C -1.782 0.572 -0.243
N -0.493 0.035 0.009
N 1.674 -0.072 -0.167
Br 2.389 -2.326 1.562
Br 0.832 2.736 -2.305
H -0.853 -1.525 1.580
H -2.630 0.061 0.352
H -1.603 1.667 -0.215
H -1.901 0.253 -1.226
H 2.632 -0.052 -0.609



(7)
This record from OMol25 describes a molecular structure, C4H5Br2NO at a distorted geometry. The level of theory is ωB97M-V with the def2-TZVPD basis set.

orbital gap = 10.4 eV
HOMO level = -10.048 eV
charge = 0

Atoms and positions in Å:
C -0.631 -1.317 0.479
C 0.599 -0.417 0.377
C 0.148 0.741 -0.488
C -1.537 0.135 -1.232
N -1.522 -1.069 -0.534
O -0.899 -2.025 1.405
Br -2.937 1.225 -0.533
Br -1.393 0.171 -3.184
H 0.829 0.035 1.333
H 1.382 -1.088 -0.110
H -0.026 1.695 0.060
H 0.751 0.886 -1.251
H -2.280 -1.719 -0.580



(8)
This record from OMol25 describes a gas-phase ion, C4H5BrClFN3O2 (charge +1) at a distorted geometry. The level of theory is ωB97M-V with the def2-TZVPD basis set.

orbital gap (spin up / spin down) = 6.9 / 6.9 eV
structure (SMILES) = CN(C#N)[C@](F)(Br)[N+](=O)OCCl
HOMO level (spin up / spin down) = -14.668 / -14.668 eV
charge = +1

Atoms and positions in Å:
C -1.263 -1.130 1.305
C 0.320 0.331 2.215
C 1.324 -0.152 -2.098
C -0.445 0.614 -0.157
N -1.736 -2.062 1.746
N -0.909 -0.186 -1.284
N -0.576 -0.016 1.028
O -0.101 -0.296 -2.357
O -1.949 -0.758 -1.229
F 0.636 1.310 -0.414
Cl 1.893 -1.289 -0.743
Br -2.076 2.086 -0.501
H -0.140 0.063 3.165
H 1.308 -0.105 2.165
H 0.340 1.395 2.213
H 1.781 0.756 -1.950
H 1.593 -0.561 -3.104



(9)
This record from OMol25 describes a molecular structure, C4H5BrO at a distorted geometry. The level of theory is ωB97M-V with the def2-TZVPD basis set.

orbital gap (spin up / spin down) = 5.9 / 7.9 eV
HOMO level (spin up / spin down) = -7.713 / -8.350 eV
charge = 0

Atoms and positions in Å:
C -0.221 -0.657 0.351
C -0.929 0.461 1.062
C 0.212 1.471 -0.599
C 0.646 0.167 -0.688
O -0.579 1.618 0.487
Br 3.025 0.006 0.114
H 0.415 -1.233 1.032
H -0.727 -1.506 -0.318
H -1.533 0.399 2.004
H 0.432 2.323 -1.299
H 1.191 -0.367 -1.493



(10)
This record from OMol25 describes a single C4H5Cl molecule at a distorted geometry. The level of theory is ωB97M-V with the def2-TZVPD basis set.

orbital gap = 8.3 eV
HOMO level = -8.494 eV
charge = 0

Atoms and positions in Å:
C 0.518 -0.121 0.331
C -1.207 -0.563 -1.531
C 0.786 0.974 1.002
C -0.884 -0.670 -0.123
Cl -0.079 0.241 -2.481
H 1.863 1.137 1.342
H 0.190 1.860 1.178
H -0.585 -1.766 -0.024
H 1.269 -0.747 -0.082
H -1.873 -0.345 0.388



(11)
This record from OMol25 describes a single C4H5Cl molecule at a distorted geometry. The level of theory is ωB97M-V with the def2-TZVPD basis set.

orbital gap = 8.3 eV
HOMO level = -8.784 eV
charge = 0

Atoms and positions in Å:
C -1.879 0.091 -0.173
C 0.761 0.143 0.162
C -0.630 -0.339 -0.265
C 2.102 -0.705 0.165
Cl 3.414 0.257 -0.055
H -2.025 1.116 0.342
H -2.785 -0.409 -0.537
H 1.093 1.186 -0.340
H 0.612 0.083 1.315
H -0.662 -1.425 -0.613



(12)
This record from OMol25 describes a single C4H5Cl molecule at a distorted geometry. The level of theory is ωB97M-V with the def2-TZVPD basis set.

orbital gap = 9.6 eV
structure (SMILES) = C=CC(=C)Cl
HOMO level = -9.032 eV
charge = 0

Atoms and positions in Å:
C -1.051 0.047 -0.063
C -0.647 1.296 -0.133
C 0.082 -0.859 -0.188
C 1.356 -0.582 0.262
H -1.377 2.229 0.070
H 0.516 1.427 -0.032
H 0.123 -1.922 -0.551
H 1.636 0.212 0.813
H 1.999 -1.316 -0.277
Cl -2.636 -0.532 0.100



(13)
This record from OMol25 describes 2 unconnected molecules or ions with the total composition C4H5ClF2 at a distorted geometry. The level of theory is ωB97M-V with the def2-TZVPD basis set.

orbital gap (spin up / spin down) = 8.4 / 8.7 eV
HOMO level (spin up / spin down) = -8.648 / -8.611 eV
charge = 0

Atoms and positions in Å:
C -2.212 0.319 0.766
C -1.616 0.314 -0.373
C 1.492 -0.776 -0.327
C 0.989 0.580 -0.015
F 1.312 1.570 -0.869
F 1.044 0.936 1.222
Cl 3.339 -0.969 0.154
H -3.344 0.301 0.554
H -1.693 0.056 1.617
H -1.733 0.386 -1.445
H 1.296 -1.084 -1.438
H 1.126 -1.634 0.153



(14)
This record from OMol25 describes a molecular structure, C4H5ClN2 at a distorted geometry. The level of theory is ωB97M-V with the def2-TZVPD basis set.

orbital gap = 9.9 eV
HOMO level = -9.204 eV
charge = 0

Atoms and positions in Å:
C 1.593 -1.073 0.063
C 0.221 1.086 -0.135
C -1.094 1.351 0.196
C -1.771 0.057 0.000
H 1.019 -2.059 0.767
H 2.554 -0.392 0.774
H 2.226 -1.306 -0.992
H 0.944 1.843 -0.351
H -1.711 2.135 -0.012
N 0.346 -0.248 -0.190
N -0.923 -0.890 -0.080
Cl -3.405 -0.506 -0.040



(15)
This record from OMol25 describes a single C4H5ClN2 molecule at a distorted geometry. The level of theory is ωB97M-V with the def2-TZVPD basis set.

orbital gap = 9.9 eV
structure (SMILES) = ClN1N=C1C1CC1
HOMO level = -9.331 eV
charge = 0

Atoms and positions in Å:
C 1.770 0.947 0.079
C -0.642 0.722 -0.439
C -0.121 -0.621 -0.144
C 0.524 0.553 0.544
N 2.832 1.578 -0.135
N 2.940 0.211 -0.625
Cl 4.090 -0.791 0.327
H -0.515 1.054 -1.442
H -1.425 1.181 0.075
H -0.887 -1.265 0.397
H 0.572 -0.982 -0.876
H 0.254 0.859 1.634



(16)
This record from OMol25 describes a single C4H5ClN2S molecule at a distorted geometry. The level of theory is ωB97M-V with the def2-TZVPD basis set.

orbital gap = 8.9 eV
structure (SMILES) = N#C[C@H](CCl)C(N)=S
HOMO level = -8.789 eV
charge = 0

Atoms and positions in Å:
C 1.002 0.386 0.032
C -0.531 0.596 0.116
C -1.312 -0.728 0.530
C -0.763 1.738 1.053
H 2.714 0.627 1.025
H 1.158 1.315 1.774
H -0.850 0.927 -0.876
H -2.371 -0.516 0.687
H -0.789 -1.146 1.483
N 1.687 0.696 1.139
N -1.144 2.481 1.849
S 1.742 -0.130 -1.402
Cl -1.289 -1.960 -0.763



(17)
This record from OMol25 describes 2 unconnected molecules or ions with the total composition C4H5ClO at a distorted geometry. The level of theory is ωB97M-V with the def2-TZVPD basis set.

orbital gap = 9.9 eV
HOMO level = -9.681 eV
charge = 0

Atoms and positions in Å:
C 0.902 -0.054 0.372
C 1.260 1.069 -0.404
C -0.465 -0.225 0.794
C -1.377 -0.733 -0.452
H 0.495 1.966 -0.092
H 2.155 1.184 -0.989
H -0.571 -0.687 1.726
H -0.792 0.694 1.166
H -0.653 -0.656 -1.911
O -2.598 -0.975 -0.168
Cl 1.645 -1.583 -0.042



(18)
This record from OMol25 describes a single C4H5ClO2 molecule. The level of theory is ωB97M-V with the def2-TZVPD basis set.

orbital gap = 10.3 eV
structure (SMILES) = ClC1[C@H]2OCO[C@H]12
HOMO level = -9.458 eV
charge = 0

Atoms and positions in Å:
C -1.019 -0.278 0.495
C 0.127 0.676 0.249
C 2.268 0.424 0.053
C 0.447 -0.765 0.347
H -1.383 -0.557 1.471
H 0.005 0.978 -0.807
H 3.081 0.182 0.748
H 2.684 0.918 -0.814
H 0.696 -1.056 1.353
O 1.304 1.252 0.776
O 1.614 -0.803 -0.437
Cl -2.316 -0.258 -0.678



(19)
This record from OMol25 describes 2 unconnected molecules or ions with the total composition C4H5ClO2 at a distorted geometry. The level of theory is ωB97M-V with the def2-TZVPD basis set.

2S+1 = 3
orbital gap (spin up / spin down) = 7.3 / 8.9 eV
HOMO level (spin up / spin down) = -6.594 / -10.595 eV
expectation value of S² = 2.01
charge = 0

Atoms and positions in Å:
C -1.496 -2.032 -1.713
C -0.913 0.420 0.758
C 0.187 -0.629 0.384
C -0.576 0.056 -0.638
O -0.906 -3.019 -1.424
O -0.385 0.981 -1.537
Cl -2.433 -1.755 -3.172
H -1.773 0.133 1.248
H -0.570 1.418 0.987
H 1.303 -0.499 0.432
H 0.169 -1.699 0.510
H 0.348 0.653 -2.125



(20)
This record from OMol25 describes a molecular structure, C4H5ClOS at a distorted geometry. The level of theory is ωB97M-V with the def2-TZVPD basis set.

orbital gap = 8.1 eV
HOMO level = -8.541 eV
charge = 0

Atoms and positions in Å:
C 0.478 -1.551 -1.991
C 0.852 -0.772 -0.995
C 1.854 -0.588 1.988
C -0.175 -0.200 -1.963
O 2.760 -1.143 1.913
S 2.484 -0.309 -0.582
Cl 2.273 1.652 0.095
H 0.590 -2.496 -2.539
H 0.649 -0.659 1.248
H 1.175 0.226 3.173
H 0.024 0.539 -2.727
H -1.166 0.022 -1.681



Here are the calculated energy above the lowest of the compared OMol25 structures with the same formula, charge and spin numbers, same order: 19.7, 73.8, 284.8, 260.7, 95.1, 367.7, 11.1, 357.0, 259.7, 319.9, 363.9, 133.3, 443.0, 380.8, 538.0, 61.7, 361.5, 395.4, 10.0, 747.3 (kJ/mol).
Here are the calculated E_tot numbers, same order: -516.1816, -330.7248, -330.6445, -2729.1620, -5602.9395, -5412.5530, -5433.4069, -3603.7038, -2804.5358, -615.4338, -615.4171, -615.5049, -815.1498, -724.9906, -724.9307, -1123.2893, -690.6834, -765.9028, -765.8776, -1088.7340 (a.u.).